C43H37As2N7O2SSeTi as an isolated structure at a distorted geometry, computed with ωB97M-V with the def2-TZVPD basis set.

Last column: Mulliken charge in e.
Positions of all 94 atoms, in Å:
Ti: -16.5691 -2.6650 -12.8530  -1.20
Se: -23.2498 -4.9220 -16.1975  0.35
N: -22.4534 -3.3619 -16.0514  -0.83
C: -21.3244 -3.5726 -15.4382  0.63
C: -20.3077 -2.5325 -15.2244  0.83
C: -20.3294 -1.1729 -15.6890  -1.20
C: -19.2833 -0.3349 -15.3423  -1.30
C: -18.2655 -0.7667 -14.5536  -0.47
N: -18.1523 -2.0165 -14.1757  1.44
C: -19.1557 -2.8611 -14.4882  -0.15
C: -19.0137 -4.2039 -13.9283  -0.25
N: -17.8487 -4.4646 -13.2859  0.42
C: -17.5404 -5.7117 -12.9153  -0.04
C: -18.3469 -6.8023 -13.2234  -1.57
C: -19.5582 -6.5369 -13.8696  -0.12
C: -19.9050 -5.2432 -14.1663  0.46
C: -21.0838 -4.8961 -14.9879  0.50
N: -21.9678 -5.7833 -15.3398  -0.81
H: -21.1139 -0.7946 -16.3561  0.51
H: -19.1519 0.6902 -15.8412  0.43
H: -17.4157 -0.0940 -14.3781  0.63
H: -16.5412 -5.8294 -12.4371  0.42
H: -18.0754 -7.8287 -12.9947  0.54
H: -20.2802 -7.3363 -14.1010  0.52
C: -15.8152 -1.1240 -16.5128  -1.39
As: -14.9929 -1.3089 -14.7205  0.89
C: -13.1474 -2.0364 -15.2927  -1.10
C: -14.5806 0.3996 -13.9291  -0.11
C: -13.9571 1.3971 -14.7950  -1.40
C: -13.5109 2.5378 -14.1813  -0.61
C: -13.7488 2.7251 -12.7966  -0.70
C: -14.4140 1.8612 -12.0061  -0.96
C: -14.7873 0.5855 -12.5592  0.89
As: -14.9788 -1.0691 -11.5118  2.26
C: -15.4147 -0.5550 -9.6711  -0.75
C: -13.1029 -1.5873 -11.3313  -0.94
H: -16.4092 -1.9966 -16.8384  0.35
H: -15.0355 -1.1069 -17.1849  0.70
H: -16.4202 -0.2121 -16.6764  0.40
H: -12.7325 -1.2724 -15.9134  0.63
H: -13.3110 -3.0130 -15.7687  0.43
H: -12.5296 -2.2280 -14.3882  0.18
H: -13.8700 1.2487 -15.8537  0.49
H: -12.8633 3.3003 -14.6356  0.40
H: -13.3266 3.7076 -12.4784  0.34
H: -14.5021 2.1422 -10.9732  0.36
H: -15.2555 0.5143 -9.4973  0.37
H: -14.9059 -1.2094 -8.9156  0.45
H: -16.4748 -0.8107 -9.5766  -0.15
H: -12.4291 -0.7275 -11.3231  0.39
H: -12.8462 -2.3794 -12.1313  0.00
H: -13.0883 -2.0559 -10.3390  0.55
C: -20.1224 0.8284 -5.7534  -1.50
C: -19.8963 0.4248 -7.1547  1.03
C: -18.8614 0.9388 -7.9323  -1.05
C: -18.7178 0.5257 -9.2702  -0.59
C: -19.5464 -0.4836 -9.7633  -0.48
C: -20.6351 -0.9086 -8.9969  -0.28
C: -20.8224 -0.4730 -7.7135  -0.95
S: -19.2080 -0.9882 -11.3586  1.65
O: -18.5818 0.1385 -12.0555  -0.84
O: -20.3532 -1.6477 -11.8636  -0.76
N: -17.9144 -2.0514 -11.3598  0.27
C: -17.6843 -3.0815 -10.4877  0.67
C: -18.4866 -3.6605 -9.5037  -0.93
C: -18.0298 -4.8577 -8.9138  -0.70
C: -16.7401 -5.3227 -9.1954  -1.26
C: -16.0205 -4.6841 -10.2290  -0.39
N: -16.5238 -3.6271 -10.8408  0.88
H: -20.6672 0.0976 -5.1257  0.37
H: -20.5703 1.7953 -5.7561  0.33
H: -19.1685 1.0647 -5.2610  0.39
H: -18.2140 1.6579 -7.5001  0.51
H: -17.8857 0.8962 -9.9194  0.58
H: -21.2620 -1.6801 -9.3878  0.59
H: -21.7336 -0.8641 -7.1731  0.34
H: -19.4786 -3.2615 -9.2849  0.45
H: -18.6788 -5.2691 -8.1538  0.54
H: -16.3051 -6.1411 -8.7297  0.57
H: -15.1278 -5.1620 -10.6435  0.54
N: -9.7026 -8.7162 -16.7440  -0.40
C: -10.5235 -8.2605 -16.0305  -0.31
C: -11.4994 -7.3583 -15.4751  0.65
C: -11.0674 -6.2855 -14.7151  -0.72
C: -12.0235 -5.4215 -14.2147  -0.36
C: -13.4091 -5.7338 -14.3506  0.17
C: -13.8398 -6.8096 -15.1346  -0.61
C: -12.8491 -7.5666 -15.7140  -0.69
C: -14.2826 -4.7704 -13.7216  0.82
C: -15.1123 -3.9660 -13.3410  -0.07
H: -10.0100 -6.1911 -14.5809  0.52
H: -11.7311 -4.5480 -13.6371  0.31
H: -14.9040 -7.0432 -15.1292  0.53
H: -13.0834 -8.3770 -16.3762  0.49

## Properties
Lowest unoccupied orbital energy = -6.5118 eV
Charge = +2
Strongest force on any atom = 0.0736 hartree/bohr
Multiplicity = 1
Gap between HOMO and LUMO = 6.72 eV